This record from OMol25 describes C18H15BaN6S2 as an isolated structure. The level of theory is the ωB97M-V functional and the def2-TZVPD basis.

Element x y z (Å)
Ba 0.1694 0.0191 0.1192
C -3.3380 -5.1444 0.0851
C -3.2678 -3.8627 -0.4369
C -2.1294 -3.0995 -0.2190
C -1.0677 -3.6124 0.5139
C -1.1344 -4.8987 1.0369
C -2.2719 -5.6560 0.8182
N 0.0658 -2.7425 0.6726
N 1.0452 -3.2698 1.2315
C 2.2215 -2.4855 1.4067
C 3.2741 -3.2436 1.9220
C 4.5060 -2.6462 2.1223
C 4.6555 -1.3022 1.8129
C 3.5788 -0.5701 1.3145
C 2.3113 -1.1165 1.0861
H -4.2209 -5.7475 -0.0777
H -4.0903 -3.4597 -1.0120
H -2.0687 -2.1013 -0.6438
H -0.3024 -5.2870 1.6059
H -2.3301 -6.6571 1.2242
H 3.1125 -4.2885 2.1540
H 5.3363 -3.2176 2.5149
H 5.6151 -0.8221 1.9635
H 3.7594 0.4818 1.0997
N 0.5370 3.9729 0.7640
C 0.8557 3.6350 -0.5118
N 0.7742 2.4173 -0.9965
C 1.1584 2.4178 -2.3412
C 1.5105 3.6227 -2.8354
S 1.3708 4.8371 -1.6279
C 1.1847 1.1573 -3.1029
C 1.5708 1.0313 -4.3902
S 1.5014 -0.6172 -4.8824
C 0.9467 -1.0436 -3.3106
N 0.8150 -0.0331 -2.4835
N 0.6444 -2.3234 -2.9795
H 0.4654 3.2634 1.4699
H 0.7440 4.8971 1.0992
H 1.8432 3.8704 -3.8285
H 1.9007 1.7944 -5.0736
H 0.9126 -3.0669 -3.6009
H 0.6051 -2.5756 -2.0037

Calculated values
HOMO-LUMO gap, eV: 7.7
Total energy, a.u.: -1845.1472
Net charge: +1

These are the Löwdin partial charges, in e, on atoms 1 to 8: number 1, Ba, carries 1.780; number 2, C, carries -0.072; number 3, C, carries -0.075; number 4, C, carries -0.066; number 5, C, carries -0.273; number 6, C, carries -0.020; number 7, C, carries -0.062; number 8, N, carries -0.106

***

This record from OMol25 describes a 2-piece molecular cluster, CH3BrCl2Si overall at a distorted geometry. The level of theory is the ωB97M-V functional and the def2-TZVPD basis.

Element x y z (Å)
C 1.3606 -1.8340 -0.2839
Si 0.4074 -0.1833 -0.0020
Cl 3.0559 -1.7916 -0.5470
Cl 0.6843 -3.3014 0.0392
Br 4.5411 1.5870 0.2642
H 1.6503 0.3286 0.8098
H -0.1500 0.2724 -1.3247
H -0.8736 -0.4351 0.6280

Calculated values
HOMO-LUMO gap (alpha / beta), eV: 10.4 / 4.4
Total energy, a.u.: -3823.6535

Per-atom natural (NBO) charges, elementary charge units: number 1, C, carries -0.543; number 2, Si, carries 0.820; number 3, Cl, carries 0.044; number 4, Cl, carries 0.096; number 5, Br, carries -0.026; number 6, H, carries -0.110; number 7, H, carries -0.131; number 8, H, carries -0.150

***

This record from OMol25 describes C5H10Cl2N3PdS2 as an isolated structure. The level of theory is the ωB97M-V functional and the def2-TZVPD basis.

Element x y z (Å)
Pd 0.3292 0.7624 0.4872
Cl 0.0352 0.9470 2.9612
C -0.2852 2.7173 2.8533
Cl -0.2476 3.1302 1.1002
H 0.5219 3.2453 3.3519
H -1.2807 2.9147 3.2371
S 4.2071 -1.3373 -1.3777
C 2.7894 -0.7185 -0.9051
N 1.7621 -0.2661 -0.5590
C -2.4337 -0.1025 -4.1046
N -1.9527 0.0718 -2.7082
C -1.9834 -0.9050 -1.8308
S -1.7154 -0.4833 -0.0962
N -2.3178 -2.1397 -2.0960
C -2.3982 -3.2905 -1.1651
H -2.3079 0.8481 -4.6130
H -3.4881 -0.3780 -4.0877
H -1.8199 -0.8512 -4.6053
H -1.7069 1.0042 -2.4101
H -2.5502 -2.3423 -3.0648
H -2.2987 -2.9416 -0.1368
H -1.5979 -3.9869 -1.4005
H -3.3799 -3.7441 -1.2758

Calculated values
HOMO-LUMO gap (alpha / beta), eV: 11.0 / 5.5
Total energy, a.u.: -2204.1751
Spin multiplicity: 5
<S²>: 6.03
Net charge: +3

These are the natural (NBO) partial charges, in e, on atoms 1 to 8: number 1, Pd, carries 1.000; number 2, Cl, carries 0.132; number 3, C, carries -0.351; number 4, Cl, carries 0.106; number 5, H, carries 0.292; number 6, H, carries 0.286; number 7, S, carries 0.675; number 8, C, carries 0.117

***

This record from OMol25 describes a 2-piece molecular cluster, C21H18F4NO6S3 overall at a distorted geometry. The level of theory is the ωB97M-V functional and the def2-TZVPD basis.

Element x y z (Å)
C -4.9793 2.6773 2.2793
C -3.5762 2.4002 1.8775
C -3.0410 3.0749 0.7786
C -1.7262 2.8559 0.4159
C -0.9114 2.0602 1.2296
C 0.4253 1.6113 0.7394
S 1.6821 1.3440 2.1393
C 3.0801 2.4193 1.4570
F 4.1858 2.1652 2.1710
F 3.3173 2.1066 0.1507
F 2.7936 3.7288 1.5254
O 1.2648 1.9253 3.3953
O 2.1509 -0.0208 2.0777
C -1.5016 1.2512 2.2182
C -2.8006 1.4943 2.6138
H -5.2086 2.0674 3.1523
H -5.0549 3.7342 2.5478
H -5.6858 2.4677 1.4702
H -3.6943 3.7192 0.1762
H -1.3044 3.1988 -0.5336
H 0.9965 2.2866 0.0864
H -0.9856 0.3390 2.5719
H -3.2775 0.9257 3.4277
C -4.0392 -1.2548 -1.2529
C -3.5102 -2.4254 -1.8124
C -2.2414 -2.4224 -2.3921
C -1.4886 -1.2510 -2.4258
S 0.0489 -1.2203 -3.4301
N 1.2533 -2.1916 -2.7806
F 0.2268 0.3971 0.1848
S 2.8012 -1.6259 -2.6376
C 3.4077 -2.0679 -0.9694
C 3.8454 -1.0772 -0.0827
C 4.4885 -1.4255 1.0987
C 4.7152 -2.7673 1.4034
C 4.2723 -3.7551 0.5197
C 3.6112 -3.4125 -0.6536
O 3.5946 -2.4373 -3.5442
O 2.9452 -0.1817 -2.6007
O -0.3235 -1.9243 -4.6539
O 0.3260 0.2010 -3.4340
C -2.0430 -0.0600 -1.9319
C -3.3038 -0.0703 -1.3299
H -5.0268 -1.2569 -0.7808
H -4.0966 -3.3411 -1.8157
H -1.8355 -3.3174 -2.8538
H 3.7007 -0.0290 -0.3382
H 4.8229 -0.6470 1.7883
H 5.2233 -3.0312 2.3356
H 4.4416 -4.8028 0.7425
H 3.2620 -4.1638 -1.3510
H -1.5053 0.8757 -2.0416
H -3.7216 0.8539 -0.9280

Calculated values
HOMO-LUMO gap, eV: 7.6
Total energy, a.u.: -2911.2411
Net charge: -1

These are the natural (NBO) partial charges, in e, on atoms 1 to 8: number 1, C, carries -0.629; number 2, C, carries -0.007; number 3, C, carries -0.189; number 4, C, carries -0.176; number 5, C, carries -0.119; number 6, C, carries 0.017; number 7, S, carries 1.989; number 8, C, carries 0.740